{"formula": "C17H42F6GaIN6O4P3", "method": "ωB97M-V with the def2-TZVPD basis set", "homo_lumo_gap_ev": 6.13, "e_lumo_ev": 2.4, "charge": -1, "homo_ev": -3.8, "symbols": ["O", "P", "O", "Ga", "I", "C", "C", "C", "F", "C", "F", "F", "C", "F", "F", "F", "H", "H", "H", "H", "H", "H", "O", "P", "N", "C", "C", "N", "C", "C", "N", "C", "C", "H", "H", "H", "H", "H", "H", "H", "H", "H", "H", "H", "H", "H", "H", "H", "H", "H", "H", "O", "P", "N", "C", "C", "N", "C", "C", "N", "C", "C", "H", "H", "H", "H", "H", "H", "H", "H", "H", "H", "H", "H", "H", "H", "H", "H", "H", "H"], "xyz": [[0.257985, -2.433091, 0.656564], [1.579788, -3.294589, 1.210332], [1.532175, -4.644300, 0.195252], [3.360704, -2.028591, 0.254032], [3.099297, 0.348165, 1.309803], [3.077898, -1.883109, -1.743084], [4.289636, -2.138483, -2.645653], [5.319744, -1.067806, -2.648389], [5.659798, -0.491375, -1.467665], [5.989173, -0.679673, -3.759767], [7.298544, -0.795686, -3.999343], [5.379049, -0.153065, -4.834157], [5.165526, -2.874005, 0.801519], [4.976250, -4.166176, 1.246319], [5.795296, -2.245189, 1.826898], [6.120660, -2.976446, -0.172079], [0.498014, -1.498123, 0.734101], [2.360063, -5.114838, 0.346906], [2.239761, -2.534630, -1.998328], [2.760491, -0.855628, -1.931567], [3.978772, -2.220027, -3.698292], [4.791516, -3.083393, -2.416188], [1.189967, 3.939296, -0.124754], [1.159639, 4.308672, -1.555579], [1.974695, 3.032814, -2.279566], [2.932987, 2.991740, -3.364467], [1.176760, 1.805973, -2.277145], [2.118514, 5.781173, -1.529588], [3.505178, 5.784924, -1.967165], [2.024715, 6.468323, -0.242667], [0.093819, 4.796521, -2.800023], [0.579383, 5.681661, -3.838361], [-1.202811, 5.260038, -2.288579], [2.464229, 3.028626, -4.361535], [3.489744, 2.053953, -3.299430], [3.671522, 3.779609, -3.295955], [0.476416, 1.805041, -3.127140], [0.631792, 1.640742, -1.348712], [1.831509, 0.945247, -2.406180], [4.115062, 5.016982, -1.473078], [3.944937, 6.761297, -1.749422], [3.588120, 5.663456, -3.047552], [2.678789, 6.029964, 0.519522], [1.007534, 6.444332, 0.142972], [2.305498, 7.516473, -0.382992], [0.801959, 6.688501, -3.472828], [-0.201511, 5.748312, -4.600239], [1.463020, 5.278720, -4.332573], [-1.124632, 6.227907, -1.773117], [-1.611290, 4.535150, -1.583277], [-1.919034, 5.361017, -3.105860], [-2.880336, -1.445049, 3.439897], [-3.997801, -2.394106, 3.325829], [-3.556911, -3.737395, 4.260370], [-3.878810, -5.134919, 4.073948], [-3.407683, -3.399177, 5.666727], [-4.025618, -2.783097, 1.628952], [-3.543701, -4.059722, 1.113750], [-3.437387, -1.711572, 0.816993], [-5.687907, -2.366196, 3.566094], [-6.533699, -3.227252, 2.763758], [-6.230014, -1.001056, 3.601366], [-4.878698, -5.405340, 4.450267], [-3.150027, -5.736438, 4.623296], [-3.797894, -5.444315, 3.043338], [-4.378638, -3.302990, 6.176702], [-2.866829, -2.459085, 5.774053], [-2.825108, -4.168900, 6.174888], [-2.528737, -4.304963, 1.448375], [-3.538781, -4.020304, 0.023195], [-4.216109, -4.877768, 1.370317], [-2.344073, -1.755684, 0.799233], [-3.726600, -0.730293, 1.189372], [-3.803230, -1.795223, -0.209872], [-6.558015, -2.937530, 1.709161], [-7.546183, -3.161333, 3.170634], [-6.236388, -4.272305, 2.837023], [-6.210458, -0.520973, 2.613154], [-5.650317, -0.381989, 4.286881], [-7.260706, -1.011434, 3.960377]], "atomic_forces_ev_per_a": [[0.14, -0.15, -0.30], [0.26, -0.17, 1.23], [-0.19, 0.37, -0.44], [-0.24, -0.03, -0.41], [-0.04, -0.10, -0.07], [0.37, 0.23, 0.14], [-1.21, 0.83, -0.22], [-0.11, 0.59, -0.27], [1.01, -1.25, 0.15], [-0.15, -0.16, 0.11], [0.01, 1.39, 0.53], [0.09, -1.38, -0.47], [-0.09, 0.31, 0.19], [0.05, -0.10, -0.10], [0.04, -0.06, 0.08], [-0.02, -0.19, -0.09], [-0.11, 0.06, -0.14], [0.00, -0.10, 0.00], [0.08, -0.10, -0.04], [-0.17, -0.03, 0.05], [0.08, -0.11, -0.02], [0.17, 0.07, 0.06], [-3.17, -0.14, 0.08], [4.89, 1.14, -0.92], [0.32, -0.34, -0.14], [-0.06, 0.17, -0.26], [-0.20, -0.10, -0.26], [0.15, -0.26, -0.25], [0.03, 0.06, -0.20], [-0.10, 0.03, 0.11], [-2.06, -0.56, 1.61], [0.22, -0.03, -0.27], [-0.05, -0.05, 0.10], [0.00, -0.01, 0.02], [-0.09, -0.05, 0.02], [-0.07, 0.03, -0.02], [-0.09, -0.05, 0.09], [0.05, 0.27, 0.07], [0.12, 0.08, 0.08], [0.03, 0.04, 0.00], [-0.05, -0.01, 0.11], [-0.05, -0.02, 0.01], [-0.05, -0.03, 0.02], [0.02, -0.03, 0.01], [0.03, -0.02, -0.07], [0.04, -0.04, 0.06], [-0.02, -0.06, 0.02], [0.08, -0.01, 0.14], [-0.05, 0.03, -0.08], [0.05, 0.01, 0.01], [0.06, 0.00, -0.06], [-1.45, 1.79, 1.49], [1.03, -3.81, -2.74], [0.30, -0.05, -0.27], [-0.31, -0.08, 0.16], [0.00, 0.30, 0.14], [0.19, -0.28, 0.21], [-0.11, -0.18, 0.02], [0.10, 0.32, 0.01], [0.18, 2.27, 1.02], [-0.07, -0.29, -0.02], [0.07, 0.10, 0.05], [0.01, 0.01, 0.00], [-0.01, 0.07, 0.08], [-0.06, 0.04, -0.03], [0.02, -0.08, 0.02], [-0.03, 0.01, -0.05], [0.00, -0.05, -0.07], [0.01, 0.00, -0.05], [0.07, 0.12, 0.01], [-0.05, 0.04, -0.01], [-0.01, 0.01, 0.04], [0.01, -0.02, 0.03], [-0.07, -0.13, 0.04], [0.08, 0.00, 0.00], [0.03, 0.01, 0.05], [0.16, 0.03, -0.06], [-0.09, -0.01, 0.01], [0.04, -0.03, -0.04], [-0.01, -0.09, -0.02]]}

{"formula": "C17H43BNO12V", "method": "ωB97M-V with the def2-TZVPD basis set", "homo_lumo_gap_ev": [3.35, 3.38], "e_lumo_ev": [5.5, 5.5], "charge": -3, "multiplicity": 2, "de_lowest_kcal_mol": 12.5, "homo_ev": [2.2, 2.1], "symbols": ["O", "V", "C", "O", "O", "O", "C", "O", "O", "O", "B", "H", "H", "H", "H", "C", "O", "C", "C", "N", "C", "C", "O", "C", "H", "H", "H", "H", "H", "H", "H", "H", "H", "H", "H", "H", "H", "H", "H", "C", "C", "C", "O", "H", "H", "H", "H", "H", "H", "H", "H", "C", "C", "C", "O", "H", "H", "H", "H", "H", "H", "H", "H", "C", "C", "C", "O", "H", "H", "H", "H", "H", "H", "H", "H"], "xyz": [[3.219366, -1.355642, 0.995568], [2.095091, -2.234021, 0.360427], [1.353783, -4.389561, 1.863226], [1.918077, -5.530973, 2.029769], [0.978290, -4.101862, 0.643273], [1.953042, -3.337574, 2.343907], [3.160736, -3.639547, -1.686697], [2.592765, -4.611566, -2.312153], [2.707222, -2.416760, -1.752929], [3.523453, -3.936540, -0.477247], [0.643607, -0.378926, -0.111807], [1.565663, -0.454132, -0.795015], [0.175255, -1.424653, -0.158759], [0.997644, -0.186021, 0.997691], [-0.071985, 0.481147, -0.498762], [0.729939, 6.062604, 1.238369], [0.650948, 4.973196, 2.099163], [1.002108, 3.741555, 1.480196], [1.090395, 2.593734, 2.460497], [-0.069978, 1.719742, 2.420281], [-0.365935, 0.988883, 3.642283], [0.507331, -0.254377, 3.866442], [0.231610, -0.774421, 5.154606], [0.450962, -2.153688, 5.312959], [-0.211322, 6.253736, 0.700432], [1.468496, 6.067873, 0.425771], [0.936101, 6.937019, 1.862201], [2.015291, 3.901897, 1.073581], [0.438996, 3.469943, 0.580325], [1.216188, 2.935711, 3.491808], [2.003726, 2.010404, 2.284205], [-0.002112, 1.019279, 1.681044], [-1.388412, 0.610071, 3.590798], [-0.293858, 1.582718, 4.560147], [1.584065, -0.108808, 3.728263], [0.194422, -1.043229, 3.171060], [-0.095088, -2.737058, 4.563990], [0.159727, -2.398179, 6.336074], [1.494752, -2.459650, 5.174395], [0.965069, 1.390013, -5.169666], [1.165254, 1.381886, -3.664329], [0.725288, 2.643101, -2.929823], [0.553571, 0.241638, -3.112841], [1.811876, 0.907440, -5.660533], [1.045074, 2.379702, -5.644063], [-0.028626, 1.018317, -5.413481], [2.233329, 1.289167, -3.414939], [-0.347354, 2.855838, -2.878316], [1.220407, 3.534496, -3.334523], [1.027620, 2.556003, -1.881220], [0.641524, 0.293777, -2.140421], [-2.408712, 2.728187, -0.175275], [-3.385606, 1.850031, 0.616138], [-3.471806, 0.486779, -0.055610], [-2.896350, 1.662769, 1.938412], [-2.107297, 3.572418, 0.453307], [-2.873095, 3.092790, -1.093449], [-1.501408, 2.166257, -0.400609], [-4.355996, 2.356246, 0.646208], [-3.990246, -0.244759, 0.570397], [-2.510628, 0.047961, -0.320579], [-4.078302, 0.531721, -0.969801], [-1.933829, 1.850038, 1.952741], [-1.991313, -2.687047, -1.993902], [-0.903338, -3.665855, -2.427019], [-1.311909, -5.119436, -2.596672], [-0.396190, -3.123181, -3.643005], [-1.566278, -1.694734, -1.864863], [-2.379750, -3.019842, -1.028553], [-2.696584, -2.673613, -2.831995], [-0.164559, -3.740067, -1.621358], [-2.201267, -5.121697, -3.259239], [-1.653955, -5.552916, -1.655722], [-0.597060, -5.788776, -3.071320], [-0.197911, -3.827000, -4.263434]], "atomic_forces_ev_per_a": [[0.32, 0.61, 0.42], [2.28, -4.17, -0.89], [6.94, -1.00, -4.15], [-2.92, -0.13, 2.07], [-3.18, 0.82, -1.17], [-1.08, 2.27, 2.27], [-5.65, -3.05, 3.43], [2.14, 1.13, -2.27], [-0.23, 2.07, -0.64], [1.90, 1.03, 1.14], [-0.14, 0.94, 0.50], [1.33, 0.44, -0.90], [-1.27, -1.63, -0.05], [0.25, 0.25, 0.66], [-0.74, 0.42, -0.12], [-0.62, 1.05, -0.20], [-0.21, -0.39, -0.21], [1.75, -0.07, -0.52], [-0.04, -0.89, 0.31], [-0.98, 0.33, 0.44], [0.40, -0.97, 0.56], [-0.34, -1.01, -0.42], [-0.15, 0.77, 0.79], [0.43, -0.31, -0.31], [-0.16, -0.15, 0.20], [0.43, -0.68, 0.37], [-0.05, 0.06, -0.07], [0.04, -0.05, 0.07], [-0.65, 0.16, 0.36], [-0.19, 0.42, -0.11], [0.03, 0.11, -0.36], [0.42, 0.19, -0.19], [-0.08, 0.18, 0.03], [0.01, 0.45, -0.28], [-0.02, 0.19, -0.06], [0.35, 0.24, -0.41], [-0.17, -0.01, 0.14], [-0.21, -0.09, -0.06], [0.06, 0.25, -0.09], [0.46, 0.78, -0.34], [0.29, -0.09, 0.99], [-0.04, 0.61, 0.38], [-0.57, 0.47, -0.56], [-0.52, -0.88, -0.01], [-0.23, 0.31, 0.59], [0.21, -0.46, -0.15], [0.17, 0.17, -0.45], [-0.09, -0.34, -0.43], [0.03, -0.05, -0.04], [0.11, -0.05, -0.04], [0.12, -0.46, -0.24], [-0.17, 0.19, 0.42], [1.38, -0.51, -0.33], [-1.09, -0.41, -0.38], [-0.42, 0.40, 0.04], [-0.14, 0.16, -0.15], [0.13, -0.01, -0.08], [-0.06, -0.07, -0.16], [-0.12, -0.17, 0.25], [0.07, 0.16, 0.23], [0.19, 0.27, 0.15], [0.18, 0.14, -0.11], [-0.02, 0.04, 0.10], [0.36, -0.92, -0.20], [0.97, -0.21, 0.58], [-1.94, 0.23, -0.64], [-0.24, 0.10, -0.25], [0.14, 0.00, -0.08], [-0.43, 0.11, -0.15], [-0.49, 0.13, 0.39], [0.58, 0.59, -0.32], [-0.01, -0.16, -0.01], [0.29, 0.02, 0.11], [0.54, 0.33, 0.29], [0.39, -0.16, 0.31]]}